(1)
86
Properties=species:S:1:pos:R:3:forces:R:3:lowdin_charge:R:1 method="wB97M-V/def2-TZVPD" energy_ha=-3543.0914 homo_lumo_gap_ev=4.970 max_force_ev_per_a=9.6 multiplicity=1 charge=+1 homo_ev=-10.50
C 2.1572 3.4043 0.7015 -0.101 -0.244 0.651 -0.138
C 3.2227 2.5998 -0.2597 -0.203 -0.235 1.006 -0.226
C 3.1366 3.0797 -1.8593 1.375 -0.032 2.049 -0.101
N 2.3041 2.0764 -2.6847 -0.700 -2.467 -4.268 -0.127
C 2.6613 1.6872 -4.0789 0.028 -0.065 -0.638 0.055
C 1.9233 0.6575 -5.1093 -3.013 -0.669 4.730 -0.350
S 2.4546 0.2359 -6.8603 -0.510 0.084 2.177 0.890
C 1.6126 -1.3762 -7.3136 -1.437 -1.607 0.188 -0.367
C 2.5873 -2.4948 -8.0166 -1.609 -4.080 -5.774 -0.276
O 2.0760 -3.1240 -9.1096 3.548 4.566 7.514 0.020
O 3.9239 -2.9062 -7.5496 -4.136 0.817 0.125 -0.110
C 3.9259 -3.2883 -6.1294 1.651 0.673 1.932 -0.121
C 4.9678 -4.5541 -5.8275 -2.110 -1.705 0.686 -0.271
C 4.5681 -5.1601 -4.3238 0.385 0.338 0.097 -0.059
O 6.3770 -4.1275 -5.7759 -0.460 0.344 -3.576 -0.075
C 6.9865 -4.0519 -7.1132 0.065 -4.442 -5.152 -0.273
O 6.8873 -5.0214 -8.0595 0.050 6.109 6.796 -0.020
C 7.9175 -2.7496 -7.5317 -0.235 -1.403 2.292 -0.448
S 7.1890 -1.6823 -8.8882 -0.204 -0.159 0.078 0.661
C 0.5915 -0.0490 -4.3731 4.400 4.100 1.756 0.094
C 0.4594 0.5180 -2.8490 -0.064 0.024 -0.633 -0.083
C -0.8109 -0.1602 -1.9903 1.082 0.378 -1.408 -0.082
O -0.6176 -1.6342 -2.1482 2.489 1.027 1.565 -0.121
C 0.4962 -2.1134 -1.3143 -1.579 -2.436 7.024 -0.252
C 2.0625 -2.2906 -1.7926 -0.008 1.299 -0.821 -0.010
O 0.1786 -2.4703 -0.0436 2.283 2.472 -8.637 -0.003
N 1.2309 1.5076 -2.0772 -0.844 -2.486 -3.773 0.134
H 1.4195 2.6622 1.2742 1.579 1.604 -1.512 0.094
H 2.7475 3.9652 1.5745 -1.386 -1.014 -2.180 0.096
H 1.5230 4.1468 0.0496 1.204 -1.321 1.528 0.076
H 3.0135 1.4480 -0.1231 0.540 2.286 -0.641 0.104
H 4.2999 2.8029 0.2067 -2.217 -0.404 -1.577 0.126
H 4.2535 3.0641 -2.2397 -2.619 0.141 0.256 0.142
H 2.6551 4.1507 -1.8306 0.854 -2.261 -0.662 0.145
H 3.6248 2.2362 -4.5241 -2.369 -1.264 1.326 0.152
H 0.7108 -1.1627 -8.0656 2.334 -0.511 1.485 0.134
H 1.0998 -1.9253 -6.3862 1.357 1.307 -1.821 0.101
H 4.3990 -2.3661 -5.5386 -1.045 -1.880 -1.060 0.152
H 2.8629 -3.4857 -5.6724 2.019 0.063 -1.228 0.129
H 4.7890 -5.4690 -6.5725 0.638 2.417 1.234 0.179
H 3.4051 -5.0663 -4.1085 2.488 -0.158 -0.562 0.083
H 5.1697 -4.5465 -3.5224 -1.271 -1.181 -1.479 0.091
H 4.8625 -6.2977 -4.2012 -0.523 2.465 -0.475 0.102
H 8.9252 -3.2106 -7.9740 -2.394 1.168 0.935 0.119
H 8.1174 -2.1471 -6.5355 -0.289 -1.110 -2.217 0.093
H 5.7922 -1.5762 -8.7976 1.412 -0.669 0.704 -0.144
H -0.0946 -0.8422 -4.8964 1.356 1.801 1.459 0.128
H -0.8340 0.1905 -0.8738 0.070 -0.690 -2.240 0.141
H -1.7725 0.0994 -2.6096 1.776 -0.598 1.549 0.157
H 2.5329 -1.1939 -1.7774 -1.055 -2.246 -0.011 0.085
H 2.7223 -2.9346 -1.0608 -1.939 1.181 -1.390 0.115
H 2.1798 -2.6547 -2.9173 -0.491 0.643 2.470 0.085
C -1.8416 -1.1698 1.5277 0.417 -0.786 0.400 -0.164
O -2.8371 -0.9657 2.5051 -2.682 -0.841 1.668 -0.301
P -2.5118 -0.3714 4.0969 6.977 5.301 -3.839 0.769
O -2.3552 1.0453 3.5303 -1.467 -0.676 0.364 -0.246
O -1.0277 -1.0895 4.1037 -0.905 -0.101 0.567 -0.291
C -0.9567 -2.4941 4.2448 0.476 -0.420 -0.316 -0.134
O -2.1866 0.2230 5.6887 -1.943 -2.992 0.081 -0.257
C -3.2931 0.8701 6.2855 -0.637 0.578 0.447 -0.157
H -2.2557 -0.9042 0.5486 -0.344 -0.043 0.285 0.083
H -0.9515 -0.5634 1.7052 -0.030 -0.012 0.152 0.085
H -1.5736 -2.2286 1.4961 0.137 0.241 -0.107 0.068
H -0.3186 -2.8848 3.4374 -0.211 0.034 0.236 0.089
H -1.9408 -2.9586 4.1704 0.030 -0.178 -0.005 0.083
H -0.4962 -2.7425 5.1983 -0.085 -0.057 0.117 0.088
H -4.1347 0.1735 6.3591 -0.004 0.267 0.244 0.083
H -3.5899 1.7473 5.7049 0.000 -0.083 0.059 0.078
H -3.0126 1.1933 7.2928 0.054 -0.148 -0.210 0.090
C -8.2489 4.4749 6.0860 -0.811 -0.276 0.230 -0.135
O -7.3456 4.9972 7.0343 1.170 2.306 2.161 -0.305
P -6.6884 4.0760 8.3429 -0.469 -7.492 -5.958 0.767
O -5.7290 3.3837 7.3667 0.419 1.477 0.742 -0.243
O -8.0614 3.1688 8.4447 0.635 0.717 0.700 -0.290
C -9.2224 3.7586 8.9943 -0.688 -0.121 -0.204 -0.136
O -6.0312 3.1546 9.6513 -1.164 3.014 1.237 -0.263
C -4.7869 3.6415 10.1140 0.665 0.089 0.318 -0.163
H -8.0214 4.9162 5.1091 0.244 0.154 0.345 0.099
H -8.1833 3.3887 6.0009 0.076 0.074 0.127 0.092
H -9.2669 4.7693 6.3517 -0.087 -0.160 -0.132 0.079
H -10.0536 3.5906 8.2925 0.204 0.098 0.250 0.091
H -9.0996 4.8323 9.1424 -0.162 0.064 0.042 0.083
H -9.4656 3.2756 9.9379 0.019 0.070 0.126 0.088
H -4.8984 4.6741 10.4609 0.268 -0.154 0.139 0.080
H -4.0338 3.5972 9.3230 -0.063 0.030 -0.001 0.075
H -4.4540 3.0210 10.9518 -0.211 0.055 -0.138 0.091

---

(2)
74
Properties=species:S:1:pos:R:3:forces:R:3:lowdin_charge:R:1 method="wB97M-V/def2-TZVPD" energy_ha=-2793.6987 homo_lumo_gap_ev="7.529 / 7.838" max_force_ev_per_a=3.7 multiplicity=5 charge=+3 homo_ev="-17.34 / -17.34"
Pm -0.4914 -0.4408 -0.3718 1.476 -0.041 3.423 1.371
P 1.7654 0.4386 1.8434 0.956 0.763 0.745 0.738
P -0.9419 2.1867 -0.8703 -0.561 2.847 -0.933 0.679
P 2.1773 -0.7501 -1.3678 0.995 -0.180 -0.950 0.702
H -1.4411 -3.3312 0.7182 0.410 -0.066 0.039 0.065
C -0.3529 -3.3474 0.5460 0.809 0.335 0.630 -0.113
C 0.5305 -2.9373 1.4968 -0.810 0.041 -0.563 -0.048
H 0.1945 -2.5022 2.4539 0.181 -0.340 -0.550 0.068
C 1.5639 0.8870 3.6172 -0.605 -0.163 0.203 -0.253
C 2.4669 2.0660 1.3425 -0.148 -0.115 -0.380 -0.263
C 3.3217 -0.5144 2.0960 -0.098 -0.370 -0.335 -0.263
C -2.2462 2.1382 -2.1797 -0.029 -0.579 0.229 -0.252
C -1.6315 3.4987 0.2124 -0.128 -0.322 0.506 -0.236
C 0.3544 3.1465 -1.7360 0.321 -0.402 0.014 -0.238
C 3.1341 -2.2946 -1.1235 -0.223 -0.243 0.307 -0.225
C 3.5397 0.4530 -1.6104 -0.166 0.276 0.165 -0.241
C 1.6588 -0.9472 -3.1123 -0.171 -0.071 -0.195 -0.262
H -0.0090 -3.8386 -0.3732 -0.107 0.149 0.373 0.074
H 1.6149 -3.0356 1.3619 -0.512 -0.043 0.038 0.063
H 1.0316 0.0817 4.1369 0.048 0.208 0.104 0.053
H 1.0135 1.8333 3.7248 0.055 -0.339 -0.025 0.030
H 2.5493 1.0092 4.0904 -0.266 -0.061 -0.287 0.071
H 1.7004 2.8310 1.5142 0.188 -0.011 -0.082 0.045
H 2.7669 2.0581 0.2909 -0.042 0.200 0.195 0.002
H 3.3433 2.2964 1.9618 -0.233 -0.031 -0.118 0.075
H 3.0738 -1.4429 2.6254 0.196 0.104 -0.127 0.052
H 4.0094 0.0659 2.7265 -0.236 -0.116 -0.234 0.068
H 3.8255 -0.7544 1.1543 -0.061 -0.045 0.252 0.008
H -2.5333 3.1801 -2.3771 0.009 -0.376 -0.155 0.072
H -3.1135 1.5841 -1.7922 -0.003 0.290 -0.147 0.054
H -1.9123 1.6279 -3.0977 -0.012 0.347 0.250 0.050
H -2.0058 4.3147 -0.4235 0.172 -0.264 0.189 0.077
H -0.8713 3.8846 0.9056 -0.133 -0.080 -0.205 0.063
H -2.4545 3.0968 0.8181 0.085 0.218 -0.203 0.057
H -0.1179 4.0530 -2.1422 0.245 -0.252 0.086 0.079
H 0.7703 2.5405 -2.5537 -0.034 0.317 0.098 0.044
H 1.1614 3.4110 -1.0377 -0.253 0.015 -0.252 0.047
H 3.4421 -2.6761 -2.1055 -0.025 0.072 0.278 0.072
H 2.5263 -3.0505 -0.6119 0.254 0.033 -0.224 0.027
H 4.0265 -2.0983 -0.5172 -0.233 -0.081 -0.157 0.058
H 4.1429 0.1091 -2.4618 -0.129 0.061 0.235 0.078
H 4.1762 0.5256 -0.7201 -0.166 0.006 -0.245 0.052
H 3.1289 1.4438 -1.8424 0.202 -0.185 0.006 0.043
H 2.5571 -1.2431 -3.6709 -0.333 0.166 -0.102 0.074
H 1.2666 -0.0007 -3.5157 0.147 -0.228 0.004 0.061
H 0.8875 -1.7213 -3.2364 0.467 0.278 -0.015 0.012
C -1.5486 -2.1677 -3.4039 0.182 0.074 -0.183 -0.238
C -2.4744 -1.3732 -4.0718 0.306 -0.323 0.437 -0.019
C -2.7659 -1.6811 -5.3977 0.357 -0.373 0.248 -0.023
C -2.1124 -2.7680 -5.9893 0.018 -0.217 -0.179 -0.028
C -1.1979 -3.5750 -5.2934 -0.046 0.270 0.156 -0.017
C -0.8946 -3.2696 -3.9505 -0.168 0.062 -0.178 -0.024
O -1.1688 -1.7090 -2.0240 -1.889 -1.812 -0.353 -0.296
H -1.7190 -2.2300 -1.3599 0.375 -0.098 -1.515 0.102
H -2.9691 -0.5776 -3.5244 -0.001 0.040 -0.231 0.108
H -3.4918 -1.0877 -5.9485 0.171 -0.174 0.073 0.131
H -2.3372 -3.0069 -7.0284 0.083 0.040 0.254 0.129
H -0.7061 -4.4243 -5.8086 -0.416 0.663 0.516 0.140
H -0.1766 -3.8768 -3.3833 -0.355 0.338 -0.232 0.131
N -2.0897 2.9510 5.7935 0.263 0.408 -0.285 0.208
C -1.5023 2.6390 4.6175 0.592 1.313 0.442 -0.475
O -0.6599 3.3736 4.0916 -0.834 -1.106 -0.009 0.045
C -1.8534 1.3010 4.0473 0.211 -0.722 -1.164 -0.095
C -2.4162 0.2563 4.7851 0.152 0.075 -0.629 0.050
C -2.5428 -0.9891 4.1607 0.097 -0.025 -0.223 0.007
C -2.1213 -1.1670 2.8401 -0.144 0.590 0.253 -0.128
N -1.6230 -0.1568 2.0792 -0.068 0.213 0.790 -0.066
C -1.4915 1.0446 2.7075 -0.046 -0.310 -0.316 -0.115
H -1.8795 3.8598 6.1900 0.069 -0.138 -0.121 0.142
H -2.9295 2.5248 6.1245 -0.268 -0.251 0.061 0.108
H -2.7270 0.4225 5.8174 0.122 -0.304 -0.278 0.138
H -2.9606 -1.8309 4.7023 0.070 0.058 -0.088 0.131
H -2.1883 -2.1435 2.3667 -0.127 0.143 0.163 0.095
H -1.0516 1.8268 2.0739 -0.203 -0.158 0.704 0.071